# C25H70N6O10

A 8-piece molecular cluster, C25H70N6O10 overall (ωB97M-V/def2-TZVPD, OMol25).

Last columns: bonded neighbours and bond lengths (Å).
Element x y z (Å)
1 H 15.363 23.596 49.596  C22 1.095
2 C 14.966 17.988 53.498  H6 1.061, O30 1.407, H36 1.188, H109 1.220
3 H 21.185 16.884 46.897  C39 1.023
4 H 10.351 17.424 46.135  C67 1.127
5 H 16.205 13.893 49.907  O40 0.961
6 H 15.899 18.318 53.115  C2 1.061
7 H 13.770 19.683 47.139  C106 1.071
8 C 20.246 16.753 52.000  H32 1.131, C49 1.577, H70 1.104, H110 1.091
9 C 12.455 16.662 48.558  H41 1.141, O50 1.476, C55 1.646, H102 1.159
10 H 14.799 20.829 49.956  N86 0.940
11 H 14.553 20.340 52.322  C84 1.058
12 O 19.880 18.274 46.519  C39 1.422, C43 1.436
13 H 13.308 19.348 51.929  C84 1.033
14 H 18.257 18.258 44.519  C37 1.063
15 H 10.373 14.639 49.315  C46 1.112
16 H 14.164 22.577 45.335  C111 1.024
17 N 18.111 16.504 50.924  C49 1.411, H52 1.028, H69 0.934
18 C 13.569 24.009 46.805  H91 1.016, C95 1.627, N105 1.490, C111 1.557
19 H 20.656 20.756 50.750  C54 1.203
20 H 18.556 23.386 47.418  C85 1.110
21 H 16.359 14.422 48.528  O40 0.918
22 C 15.614 22.561 49.850  H1 1.095, C74 1.561, N86 1.429, C104 1.630
23 H 12.524 20.328 46.206  C106 1.005
24 H 11.797 19.214 54.312  C108 1.094
25 N 13.163 15.901 50.731  H35 0.968, C55 1.444, H94 1.105
26 H 12.077 17.469 45.911  C67 1.107
27 H 11.409 24.031 47.214  C95 1.127
28 H 10.636 20.411 54.139  C108 0.976
29 H 13.130 21.079 54.188  C48 0.988
30 O 14.133 19.075 53.822  C2 1.407, C84 1.446
31 H 16.701 22.072 47.930  C104 1.056
32 H 20.202 15.648 52.239  C8 1.131
33 O 13.593 21.708 46.995  C106 1.389, C111 1.333
34 H 12.435 22.679 45.469  C111 1.170
35 H 12.928 16.799 51.004  N25 0.968
36 H 14.522 17.347 52.602  C2 1.188
37 C 17.834 18.382 45.486  H14 1.063, C43 1.480, N47 1.554, C58 1.482
38 H 13.278 21.926 51.888  N60 1.049
39 C 20.816 17.686 47.413  H3 1.023, O12 1.422, H76 0.928, H101 1.065
40 O 16.628 14.584 49.391  H5 0.961, H21 0.918, H75 1.079
41 H 13.529 16.689 48.175  C9 1.141
42 H 19.731 18.659 50.154  C93 1.141
43 C 18.647 17.547 46.398  O12 1.436, C37 1.480, H61 0.988, H79 1.247
44 O 17.973 22.940 49.109  C85 1.425, C104 1.355
45 H 20.306 21.374 52.278  C54 1.023
46 C 10.918 15.148 50.140  H15 1.112, H51 1.137, C55 1.603, H65 1.097
47 N 16.405 17.788 45.348  C37 1.554, H77 0.933, H97 0.892
48 C 12.699 20.838 53.332  H29 0.988, N60 1.430, C84 1.489, C108 1.597
49 C 18.851 17.424 51.697  C8 1.577, N17 1.411, H57 1.081, C93 1.457
50 O 11.404 16.427 47.549  C9 1.476, C67 1.345
51 H 10.886 14.368 50.967  C46 1.137
52 H 17.228 16.995 50.733  N17 1.028
53 H 16.986 19.792 46.698  C58 1.030
54 C 19.777 20.868 51.564  H19 1.203, H45 1.023, O71 1.356, H96 1.129
55 C 12.410 15.395 49.607  C9 1.646, N25 1.444, C46 1.603, H81 1.185
56 H 12.574 22.863 53.093  N60 1.143
57 H 18.029 17.503 52.394  C49 1.081
58 C 17.644 19.791 45.906  C37 1.482, H53 1.030, H59 1.082, H99 0.932
59 H 18.666 20.144 45.947  C58 1.082
60 N 12.397 21.929 52.458  H38 1.049, C48 1.430, H56 1.143
61 H 18.366 17.400 47.334  C43 0.988
62 H 12.359 25.250 48.172  C95 1.095
63 H 18.069 19.384 50.984  C93 1.178
64 H 11.346 18.614 47.077  C67 1.192
65 H 10.549 16.149 50.395  C46 1.097
66 O 15.408 18.863 48.842  H88 0.927, C92 1.322
67 C 11.316 17.479 46.715  H4 1.127, H26 1.107, O50 1.345, H64 1.192
68 H 19.367 21.786 47.720  C85 1.103
69 H 18.400 16.312 50.057  N17 0.934
70 H 21.029 16.908 51.238  C8 1.104
71 O 19.555 19.632 52.076  C54 1.356, C93 1.460
72 H 15.368 23.171 51.636  C74 0.910
73 H 13.718 26.027 46.205  N105 1.008
74 C 16.061 22.660 51.342  C22 1.561, H72 0.910, H87 1.071, H98 0.953
75 H 16.308 15.603 49.541  O40 1.079
76 H 20.429 17.319 48.173  C39 0.928
77 H 16.177 17.640 46.241  N47 0.933
78 O 15.861 16.885 47.908  C92 1.210
79 H 19.037 16.476 45.893  C43 1.247
80 H 10.768 19.850 52.788  C108 1.085
81 H 13.014 14.527 49.072  C55 1.185
82 O 15.611 17.034 50.017  C92 1.251
83 H 17.266 21.194 49.442  C104 1.097
84 C 13.679 19.897 52.722  H11 1.058, H13 1.033, O30 1.446, C48 1.489
85 C 19.031 22.731 48.178  H20 1.110, O44 1.425, H68 1.103, H103 1.109
86 N 14.488 21.688 49.735  H10 0.940, C22 1.429, H90 1.002
87 H 16.994 23.113 51.610  C74 1.071
88 H 15.772 19.337 48.133  O66 0.927
89 H 14.319 20.444 45.528  C106 1.223
90 H 14.324 21.895 48.768  N86 1.002
91 H 14.524 24.157 47.119  C18 1.016
92 C 15.600 17.556 48.880  O66 1.322, O78 1.210, O82 1.251
93 C 19.039 18.720 51.059  H42 1.141, C49 1.457, H63 1.178, O71 1.460
94 H 14.138 16.191 50.300  N25 1.105
95 C 12.330 24.207 47.840  C18 1.627, H27 1.127, H62 1.095, H107 1.158
96 H 18.929 21.566 51.302  C54 1.129
97 H 16.536 16.996 44.960  N47 0.892
98 H 15.883 21.859 51.827  C74 0.953
99 H 17.110 20.375 45.414  C58 0.932
100 H 12.722 25.260 45.169  N105 1.024
101 H 21.611 18.248 47.845  C39 1.065
102 H 12.161 17.601 49.170  C9 1.159
103 H 19.901 23.162 48.714  C85 1.109
104 C 16.908 22.115 48.965  C22 1.630, H31 1.056, O44 1.355, H83 1.097
105 N 13.504 25.122 45.816  C18 1.490, H73 1.008, H100 1.024
106 C 13.497 20.441 46.433  H7 1.071, H23 1.005, O33 1.389, H89 1.223
107 H 12.168 23.326 48.574  C95 1.158
108 C 11.384 19.997 53.669  H24 1.094, H28 0.976, C48 1.597, H80 1.085
109 H 14.958 17.433 54.584  C2 1.220
110 H 20.752 17.189 52.863  C8 1.091
111 C 13.444 22.647 46.060  H16 1.024, C18 1.557, O33 1.333, H34 1.170

As for the energy relative to the best compared isomer or geometry (same formula, charge and spin): 19.8 kcal per mole. Its HOMO energy is -0.326 Eh. The value obtained for the lowest unoccupied orbital energy is -0.78 eV. Its frontier orbital gap is 0.298 Ha.

---

# C25H70NO13

A 11-piece molecular cluster, C25H70NO13 overall (ωB97M-V/def2-TZVPD, OMol25).

Last columns: bonded neighbours and bond lengths (Å).
Element x y z (Å)
1 O -3.626 -2.134 1.835  C10 1.392, H108 0.960
2 H -0.676 -1.544 -2.857  C70 1.090
3 H 1.916 -2.216 1.897  C87 1.090
4 H -1.182 -1.322 -4.512  C70 1.090
5 H 6.021 0.508 -0.299  C99 1.090
6 H 6.143 -0.765 -6.417  C40 1.090
7 H -1.985 2.358 4.572  C77 1.090
8 H -2.006 -5.217 2.923  C92 1.090
9 H -5.625 1.048 -2.871  C101 1.090
10 C -3.561 -2.626 0.535  O1 1.392, H39 1.090, H52 1.090, H94 1.090
11 C -5.786 1.697 0.821  H55 1.090, O56 1.443, H59 1.090, H93 1.090
12 H -2.217 2.809 1.165  O37 0.960
13 H 1.246 -0.962 5.153  C51 1.090
14 H 1.976 0.998 -1.264  C98 1.090
15 H -2.380 -2.897 4.956  C80 1.090
16 O -2.700 0.459 4.766  H74 0.960, C77 1.411
17 C 2.557 1.108 -3.313  O22 1.408, H63 1.090, C98 1.539, C100 1.512
18 H 0.764 4.498 -0.046  C105 1.090
19 H -2.106 2.149 -1.872  C34 1.090
20 H -1.086 -0.850 -0.389  C83 1.090
21 H 2.969 -1.093 2.824  C87 1.090
22 O 3.872 1.460 -2.951  C17 1.408, H91 0.960
23 H -3.801 2.434 -1.385  C34 1.090
24 H 4.603 0.267 1.623  C107 1.090
25 C -0.273 3.857 2.529  H31 1.090, H81 1.090, H86 1.090, C88 1.564
26 H -0.771 0.846 -0.573  C83 1.090
27 O 0.196 -2.890 3.876  H57 0.960, C103 1.374
28 H -3.570 2.071 3.822  C77 1.090
29 O -3.643 -0.061 -2.114  C58 1.418, H71 0.960
30 H -3.336 2.225 5.625  C77 1.090
31 H -0.925 3.887 3.402  C25 1.090
32 H 5.048 -2.257 -3.976  C90 1.090
33 O 0.894 0.753 4.208  H46 0.960, C51 1.384
34 C -3.134 2.231 -2.223  H19 1.090, H23 1.090, C58 1.517, H69 1.090
35 H 0.393 -0.234 0.230  C83 1.090
36 H -0.668 3.887 -0.943  C105 1.090
37 O -2.230 3.759 1.027  H12 0.960, C88 1.356
38 H -0.587 -4.703 2.058  C92 1.090
39 H -3.337 -1.799 -0.139  C10 1.090
40 C 6.541 -1.709 -6.044  H6 1.090, H50 1.090, H62 1.090, O78 1.413
41 H -2.884 -1.502 -3.045  O65 0.960
42 C 6.091 -1.228 -2.391  H43 1.090, N60 1.453, C90 1.523, H106 1.090
43 H 6.635 -2.081 -1.985  C42 1.090
44 H 0.061 -0.008 6.024  C51 1.090
45 H 0.216 2.814 0.069  C105 1.090
46 H 0.184 0.349 3.704  O33 0.960
47 H -4.860 2.020 -4.221  C101 1.090
48 H -4.023 0.729 0.914  O56 0.960
49 H 1.382 1.271 -5.145  C100 1.090
50 H 7.472 -1.790 -6.606  C40 1.090
51 C 0.954 0.058 5.402  H13 1.090, O33 1.384, H44 1.090, H95 1.090
52 H -2.768 -3.342 0.316  C10 1.090
53 H 1.255 2.421 -2.077  C98 1.090
54 O -1.080 -0.453 2.471  C85 1.254
55 H -6.731 1.610 0.284  C11 1.090
56 O -4.865 0.647 0.461  C11 1.443, H48 0.960
57 H -0.281 -2.256 3.334  O27 0.960
58 C -3.503 1.006 -3.038  O29 1.418, C34 1.517, C101 1.539, H104 1.090
59 H -5.247 2.601 0.538  C11 1.090
60 N 4.961 -0.865 -1.552  C42 1.453, H79 1.010, C99 1.466
61 H 5.042 -0.565 -4.149  C90 1.090
62 H 5.911 -2.586 -6.186  C40 1.090
63 H 2.578 0.038 -3.518  C17 1.090
64 H 0.676 0.782 -2.488  C98 1.090
65 O -2.499 -2.339 -3.315  H41 0.960, C70 1.382
66 H 1.907 -0.474 1.707  C87 1.090
67 H -1.191 5.333 1.173  C88 1.090
68 H 3.103 1.626 -5.297  C100 1.090
69 H -2.928 3.105 -2.840  C34 1.090
70 C -1.203 -2.027 -3.680  H2 1.090, H4 1.090, O65 1.382, H72 1.090
71 H -4.050 0.326 -1.336  O29 0.960
72 H -0.623 -2.925 -3.893  C70 1.090
73 H 3.498 0.325 0.206  C107 1.090
74 H -2.284 0.204 3.939  O16 0.960
75 H -1.725 -3.476 2.385  C92 1.090
76 H -5.238 0.351 -4.426  C101 1.090
77 C -2.941 1.846 4.683  H7 1.090, O16 1.411, H28 1.090, H30 1.090
78 O 6.910 -1.527 -4.692  C40 1.413, C90 1.485
79 H 4.427 -1.689 -1.315  N60 1.010
80 C -1.642 -3.659 5.208  H15 1.090, H97 1.090, C103 1.535, H109 1.090
81 H 0.094 2.845 2.358  C25 1.090
82 H -0.112 -4.869 4.493  C103 1.090
83 C -0.663 0.014 0.123  H20 1.090, H26 1.090, H35 1.090, C85 1.522
84 H 2.072 2.814 -4.630  C100 1.090
85 C -1.361 0.230 1.458  O54 1.254, C83 1.522, O96 1.219
86 H 0.548 4.562 2.654  C25 1.090
87 C 2.559 -1.337 1.844  H3 1.090, H21 1.090, H66 1.090, O89 1.402
88 C -0.983 4.263 1.196  C25 1.564, O37 1.356, H67 1.090, C105 1.541
89 O 3.713 -1.464 1.058  C87 1.402, C107 1.401
90 C 5.693 -1.387 -3.853  H32 1.090, C42 1.523, H61 1.090, O78 1.485
91 H 4.170 0.777 -2.346  O22 0.960
92 C -1.308 -4.387 2.813  H8 1.090, H38 1.090, H75 1.090, C103 1.534
93 H -6.014 1.724 1.886  C11 1.090
94 H -4.470 -3.069 0.127  C10 1.090
95 H 1.674 0.496 6.093  C51 1.090
96 O -2.263 1.048 1.492  C85 1.219
97 H -2.044 -4.579 5.632  C80 1.090
98 C 1.540 1.375 -2.189  H14 1.090, C17 1.539, H53 1.090, H64 1.090
99 C 5.465 -0.429 -0.247  H5 1.090, N60 1.466, H102 1.090, C107 1.528
100 C 2.234 1.736 -4.649  C17 1.512, H49 1.090, H68 1.090, H84 1.090
101 C -4.898 1.072 -3.683  H9 1.090, H47 1.090, C58 1.539, H76 1.090
102 H 6.056 -1.208 0.233  C99 1.090
103 C -0.610 -3.975 4.116  O27 1.374, C80 1.535, H82 1.090, C92 1.534
104 H -2.675 0.744 -3.697  C58 1.090
105 C -0.112 3.851 -0.006  H18 1.090, H36 1.090, H45 1.090, C88 1.541
106 H 6.827 -0.425 -2.363  C42 1.090
107 C 4.287 -0.235 0.708  H24 1.090, H73 1.090, O89 1.401, C99 1.528
108 H -2.862 -1.564 1.954  O1 0.960
109 H -1.186 -3.323 6.139  C80 1.090

Its HOMO energy (spin up / spin down) is -0.360 / -0.360 Eh. As for the expectation value of S²: 0.76. The value obtained for the lowest unoccupied orbital energy (spin up / spin down) is 0.09 / -5.82 eV. Its multiplicity is 2. Its frontier orbital gap (spin up / spin down) is 0.364 / 0.146 Ha.

---

Results for total energy: -2074.7997, -2027.1120 (in a.u., following the order of the records).
Results for M: 614.9, 592.8 (in g mol⁻¹, following the order of the records).